Entry 1:
{"formula": "C50H37CaCl2F3N2OPSb", "method": "ωB97M-V/def2-TZVPD", "multiplicity": 1, "homo_ev": -7.12, "fmax_ev_per_a": 0.67, "energy_ev": -124939.0351, "orbital_gap_ev": 6.8, "elements": ["Ca", "C", "C", "C", "C", "C", "C", "N", "N", "C", "C", "C", "C", "C", "C", "H", "H", "H", "H", "H", "H", "H", "H", "H", "O", "C", "C", "C", "C", "C", "C", "C", "P", "C", "C", "C", "C", "C", "C", "C", "C", "C", "C", "C", "C", "H", "H", "H", "H", "H", "H", "H", "H", "H", "H", "H", "H", "H", "H", "Cl", "C", "Cl", "H", "H", "F", "C", "C", "C", "C", "C", "C", "Sb", "C", "C", "C", "C", "F", "C", "C", "C", "C", "C", "C", "F", "C", "C", "H", "H", "H", "H", "H", "H", "H", "H", "H", "H", "H", "H"], "xyz": [[0.839, 0.341, 0.065], [6.339, -2.298, 0.147], [6.537, -1.199, 0.976], [5.598, -0.184, 1.041], [4.438, -0.279, 0.280], [4.234, -1.381, -0.538], [5.185, -2.386, -0.617], [3.409, 0.715, 0.289], [3.817, 1.864, 0.538], [2.855, 2.909, 0.530], [3.394, 4.156, 0.862], [2.563, 5.259, 0.880], [1.217, 5.090, 0.566], [0.714, 3.833, 0.242], [1.511, 2.683, 0.199], [7.083, -3.083, 0.100], [7.436, -1.135, 1.576], [5.743, 0.678, 1.677], [3.338, -1.427, -1.147], [5.019, -3.231, -1.274], [4.449, 4.235, 1.097], [2.951, 6.237, 1.133], [0.557, 5.950, 0.577], [-0.346, 3.752, 0.018], [-1.144, -0.034, -0.856], [-1.664, 0.683, 0.056], [-3.149, 0.534, 0.102], [-3.912, 1.598, 0.570], [-5.293, 1.510, 0.626], [-5.913, 0.323, 0.261], [-5.157, -0.762, -0.164], [-3.769, -0.676, -0.268], [-2.733, -2.122, -0.745], [-2.597, -1.983, -2.566], [-1.618, -2.738, -3.206], [-1.451, -2.678, -4.583], [-2.264, -1.847, -5.340], [-3.237, -1.081, -4.712], [-3.404, -1.150, -3.336], [-3.961, -3.484, -0.597], [-4.569, -4.141, -1.662], [-5.425, -5.214, -1.436], [-5.696, -5.633, -0.143], [-5.101, -4.979, 0.930], [-4.233, -3.925, 0.700], [-3.396, 2.499, 0.879], [-5.884, 2.352, 0.963], [-6.990, 0.233, 0.314], [-5.661, -1.684, -0.422], [-0.968, -3.382, -2.624], [-0.684, -3.277, -5.059], [-2.136, -1.791, -6.414], [-3.869, -0.425, -5.297], [-4.160, -0.542, -2.855], [-4.374, -3.820, -2.678], [-5.886, -5.719, -2.276], [-6.362, -6.468, 0.032], [-5.299, -5.307, 1.943], [-3.748, -3.436, 1.540], [-0.996, -1.449, 2.591], [-0.335, -0.308, 3.769], [0.857, 0.804, 3.053], [0.162, -0.871, 4.551], [-1.148, 0.291, 4.161], [-3.007, -7.650, 1.747], [-2.124, -6.696, 1.392], [-1.908, -6.455, 0.051], [-0.999, -5.469, -0.302], [-0.314, -4.741, 0.668], [-0.562, -5.013, 2.011], [-1.472, -5.993, 2.384], [1.080, -3.220, 0.132], [2.566, -3.693, 1.600], [2.487, -3.033, 2.825], [3.429, -3.241, 3.823], [4.464, -4.117, 3.568], [5.392, -4.323, 4.522], [4.588, -4.781, 2.364], [3.633, -4.561, 1.383], [1.898, -4.258, -1.542], [2.145, -5.631, -1.505], [2.665, -6.295, -2.606], [2.924, -5.565, -3.751], [3.426, -6.202, -4.824], [2.673, -4.211, -3.839], [2.153, -3.567, -2.724], [-2.456, -7.016, -0.693], [-0.826, -5.284, -1.356], [-0.034, -4.471, 2.787], [-1.673, -6.218, 3.423], [1.680, -2.333, 3.010], [3.379, -2.732, 4.776], [5.424, -5.448, 2.205], [3.743, -5.069, 0.434], [1.919, -6.199, -0.610], [2.863, -7.358, -2.592], [2.875, -3.684, -4.761], [1.930, -2.508, -2.800]]}

Entry 2:
{"formula": "C22H33N11", "method": "ωB97M-V/def2-TZVPD", "multiplicity": 1, "homo_ev": -6.66, "relative_energy_kj_mol": 2741.33, "fmax_ev_per_a": 14.17, "energy_ev": -39709.3662, "orbital_gap_ev": 6.2, "elements": ["C", "C", "N", "H", "H", "H", "C", "C", "N", "H", "H", "H", "C", "C", "N", "H", "H", "H", "C", "C", "N", "H", "H", "H", "C", "C", "N", "H", "H", "H", "C", "C", "N", "H", "H", "H", "C", "C", "N", "H", "H", "H", "C", "C", "N", "H", "H", "H", "C", "C", "N", "H", "H", "H", "C", "C", "N", "H", "H", "H", "C", "C", "N", "H", "H", "H"], "xyz": [[-20.310, 8.666, -13.822], [-21.131, 9.175, -14.965], [-21.787, 9.613, -15.862], [-19.501, 8.059, -14.227], [-20.957, 7.967, -13.292], [-19.970, 9.465, -13.163], [-20.136, 11.895, -15.012], [-19.151, 10.941, -14.530], [-18.307, 10.285, -14.170], [-21.119, 11.509, -14.741], [-20.017, 12.124, -16.071], [-19.865, 12.791, -14.454], [-19.753, 8.646, -9.676], [-19.133, 9.119, -10.900], [-18.721, 9.411, -11.936], [-19.010, 8.223, -9.001], [-20.513, 7.919, -9.962], [-20.285, 9.447, -9.164], [-17.268, 9.505, -13.136], [-16.842, 10.650, -12.359], [-16.483, 11.599, -11.826], [-17.021, 8.617, -12.555], [-16.637, 9.461, -14.024], [-18.344, 9.625, -13.267], [-17.360, 12.947, -13.683], [-17.680, 13.216, -15.069], [-17.964, 13.492, -16.178], [-18.378, 13.051, -13.309], [-16.748, 13.744, -13.260], [-16.844, 11.987, -13.655], [-14.053, 10.626, -12.254], [-14.214, 11.856, -13.018], [-14.378, 12.820, -13.612], [-15.010, 10.118, -12.375], [-13.873, 10.918, -11.219], [-13.230, 10.078, -12.712], [-16.954, 8.551, -15.653], [-17.210, 7.913, -16.933], [-17.402, 7.435, -17.960], [-15.965, 8.357, -15.238], [-17.776, 8.221, -15.018], [-17.098, 9.614, -15.845], [-16.786, 10.101, -10.063], [-16.586, 11.213, -9.137], [-16.405, 12.055, -8.356], [-16.898, 9.098, -9.652], [-15.939, 9.953, -10.733], [-17.642, 10.263, -10.718], [-15.017, 11.419, -15.002], [-15.512, 10.833, -16.259], [-15.874, 10.295, -17.255], [-15.485, 10.856, -14.195], [-15.393, 12.442, -14.957], [-13.970, 11.119, -15.035], [-13.401, 7.388, -14.388], [-14.477, 8.276, -13.852], [-15.294, 8.975, -13.465], [-12.655, 7.918, -14.980], [-13.861, 6.569, -14.942], [-12.870, 6.894, -13.574], [-15.751, 13.371, -10.644], [-16.780, 14.324, -11.230], [-17.535, 15.078, -11.675], [-15.932, 13.300, -9.571], [-14.725, 13.605, -10.925], [-15.887, 12.335, -10.954]]}

Entry 3:
{"formula": "C3H8O2", "method": "ωB97M-V/def2-TZVPD", "multiplicity": 1, "homo_ev": -9.94, "relative_energy_kj_mol": 142.95, "fmax_ev_per_a": 1.97, "smiles": "CC=O.CO", "energy_ev": -7334.5690, "orbital_gap_ev": 10.9, "elements": ["C", "C", "O", "H", "H", "H", "H", "C", "O", "H", "H", "H", "H"], "xyz": [[1.135, -0.984, 0.923], [0.011, -0.330, 1.680], [-1.064, -0.891, 1.722], [1.832, -1.508, 1.572], [1.727, -0.235, 0.393], [0.727, -1.660, 0.177], [0.111, 0.692, 2.069], [-0.684, 0.877, -1.772], [-0.699, 1.087, -0.379], [-1.594, 0.859, -2.364], [0.006, 1.642, -2.124], [-0.159, -0.068, -1.948], [-1.348, 0.520, 0.050]]}

Entry 4:
{"formula": "C10H11Br2NO3", "method": "ωB97M-V/def2-TZVPD", "multiplicity": 1, "homo_ev": -8.75, "relative_energy_kj_mol": 45.46, "fmax_ev_per_a": 4.56, "smiles": "C[C@H](O)CNC(=O)/C=C/c1cc(Br)c(Br)o1", "energy_ev": -158263.0184, "orbital_gap_ev": 8.2, "elements": ["C", "C", "O", "C", "N", "C", "O", "C", "C", "C", "C", "C", "Br", "C", "Br", "O", "H", "H", "H", "H", "H", "H", "H", "H", "H", "H", "H"], "xyz": [[1.220, -1.738, -3.212], [0.329, -0.658, -3.771], [1.248, 0.423, -3.924], [-1.059, -0.439, -3.031], [-0.989, -0.357, -1.550], [-0.356, 0.584, -0.788], [0.206, 1.526, -1.257], [-0.526, 0.529, 0.715], [0.351, 1.242, 1.606], [0.131, 1.027, 3.109], [-0.599, 0.005, 3.670], [-0.348, 0.247, 5.060], [-1.099, -0.965, 6.441], [0.432, 1.299, 5.272], [0.719, 2.150, 6.966], [0.865, 1.777, 4.052], [0.735, -2.731, -2.766], [1.857, -2.111, -3.937], [1.769, -1.285, -2.397], [0.065, -0.967, -4.856], [1.256, 1.016, -3.201], [-1.889, -1.112, -3.474], [-1.368, 0.603, -3.280], [-1.553, -0.962, -0.981], [-1.422, -0.020, 1.134], [1.151, 1.808, 1.150], [-1.123, -0.891, 3.250]]}

Entry 5:
{"formula": "C3H9N2O", "method": "ωB97M-V/def2-TZVPD", "multiplicity": 1, "homo_ev": -14.23, "relative_energy_kj_mol": 247.14, "fmax_ev_per_a": 5.08, "total_charge": 1, "smiles": "COC/[NH+]=C/N", "energy_ev": -8276.5124, "orbital_gap_ev": 9.8, "elements": ["C", "O", "C", "N", "C", "N", "H", "H", "H", "H", "H", "H", "H", "H", "H"], "xyz": [[-2.019, -0.932, 0.110], [-1.482, 0.208, -0.461], [-0.656, 1.207, 0.336], [0.653, 0.558, 0.433], [1.282, -0.002, -0.634], [2.486, -0.436, -0.479], [-1.389, -1.176, 1.028], [-1.742, -1.762, -0.541], [-3.124, -0.775, 0.232], [-0.536, 2.135, -0.185], [-1.207, 1.368, 1.219], [1.161, 0.919, 1.175], [0.608, -0.436, -1.379], [3.075, -0.840, -1.182], [2.888, -0.036, 0.327]]}

Entry 6:
{"formula": "C7H14NO3", "method": "ωB97M-V/def2-TZVPD", "multiplicity": 1, "homo_ev": -13.92, "relative_energy_kj_mol": 16.44, "fmax_ev_per_a": 4.56, "total_charge": 1, "energy_ev": -15111.3941, "orbital_gap_ev": 10.6, "elements": ["C", "C", "C", "C", "C", "C", "C", "N", "O", "O", "O", "H", "H", "H", "H", "H", "H", "H", "H", "H", "H", "H", "H", "H", "H"], "xyz": [[-4.860, -1.300, -1.194], [-3.597, -1.075, -1.442], [-2.575, -2.107, -1.561], [-0.219, 1.323, -0.212], [2.836, -0.172, 1.206], [2.213, 2.237, 1.158], [0.909, 0.456, 0.151], [2.075, 0.913, 0.655], [-3.125, -3.291, -1.853], [0.864, -0.834, -0.064], [-1.357, -2.009, -1.400], [-5.466, -0.481, -1.062], [-5.325, -2.259, -1.150], [-3.283, -0.035, -1.415], [-1.061, 1.469, 0.507], [-0.678, 1.195, -1.228], [0.225, 2.393, -0.239], [3.394, -0.603, 0.417], [3.551, 0.115, 1.936], [2.262, -1.034, 1.579], [2.994, 2.199, 1.894], [2.612, 2.840, 0.398], [1.379, 2.556, 1.785], [-2.578, -4.079, -1.782], [0.055, -1.091, -0.686]]}

Entry 7:
{"formula": "C36H10F17GeINO2STc", "method": "ωB97M-V/def2-TZVPD", "multiplicity": 2, "homo_ev": [-11.71, -11.71], "relative_energy_kj_mol": 117.83, "fmax_ev_per_a": 0.89, "total_charge": 1, "energy_ev": -166917.9449, "orbital_gap_ev": [6.3, 6.5], "elements": ["Tc", "F", "C", "C", "C", "C", "C", "F", "C", "C", "C", "C", "C", "C", "N", "H", "H", "H", "H", "H", "H", "I", "C", "C", "C", "C", "C", "C", "C", "O", "O", "H", "H", "H", "H", "F", "C", "C", "C", "F", "C", "F", "C", "F", "C", "F", "Ge", "S", "C", "C", "F", "C", "F", "C", "F", "C", "F", "C", "F", "C", "C", "F", "C", "F", "C", "F", "C", "F", "C", "F"], "xyz": [[-0.269, -0.560, -0.383], [-1.827, 4.615, -0.123], [-1.885, 3.389, 0.390], [-1.073, 2.397, -0.143], [-1.143, 1.114, 0.388], [-2.008, 0.830, 1.474], [-2.803, 1.869, 1.964], [-3.654, 1.660, 2.972], [-2.755, 3.148, 1.437], [-1.991, -0.543, 1.977], [-2.685, -1.028, 3.086], [-2.517, -2.349, 3.464], [-1.668, -3.168, 2.737], [-1.021, -2.635, 1.638], [-1.178, -1.366, 1.268], [-0.420, 2.652, -0.963], [-3.381, 3.931, 1.837], [-3.337, -0.377, 3.643], [-3.048, -2.733, 4.323], [-1.510, -4.202, 3.001], [-0.363, -3.224, 1.016], [3.939, 0.920, -5.538], [2.166, 0.221, -4.702], [1.418, -0.750, -5.361], [0.262, -1.239, -4.786], [-0.154, -0.771, -3.539], [0.586, 0.217, -2.905], [1.745, 0.717, -3.470], [-1.352, -1.399, -2.934], [-2.139, -2.098, -3.490], [-1.509, -1.176, -1.564], [1.746, -1.129, -6.316], [-0.321, -2.002, -5.281], [0.295, 0.690, -1.945], [2.319, 1.472, -2.956], [4.380, -4.204, -3.005], [3.251, -4.810, -2.616], [2.656, -4.444, -1.422], [1.481, -5.092, -1.088], [0.871, -4.746, 0.061], [0.906, -6.072, -1.879], [-0.222, -6.663, -1.512], [1.535, -6.426, -3.071], [1.009, -7.355, -3.844], [2.715, -5.791, -3.443], [3.315, -6.114, -4.580], [3.360, -3.056, -0.250], [1.765, -1.464, -0.336], [3.618, -3.597, 1.607], [3.585, -4.906, 2.059], [3.369, -5.899, 1.191], [3.797, -5.233, 3.392], [3.759, -6.496, 3.791], [4.056, -4.219, 4.309], [4.259, -4.512, 5.579], [4.109, -2.894, 3.882], [4.362, -1.922, 4.748], [3.893, -2.614, 2.541], [3.951, -1.340, 2.123], [5.007, -2.256, -0.912], [5.210, -0.986, -1.418], [4.189, -0.128, -1.519], [6.463, -0.557, -1.837], [6.623, 0.671, -2.313], [7.551, -1.422, -1.755], [8.743, -1.023, -2.153], [7.376, -2.710, -1.254], [8.399, -3.546, -1.179], [6.108, -3.093, -0.847], [5.911, -4.341, -0.386]]}